(1)
Molecular formula: C47H60BrN4OPReSi
Method: DFT, wB97M-V/def2-TZVPD

## Properties
E_HOMO (spin up / spin down): -18.60 / -18.60 eV
Frontier orbital gap (spin up / spin down): 5.979 / 5.168 eV
⟨S²⟩: 3.78
DFT total energy: -147021.9748 eV

Structure (ORCA input):
```
! wB97M-V def2-TZVPD RIJCOSX def2/J DEFGRID3
* xyz 4 4
Re -1.502 -0.836 -0.671
C 0.364 -3.618 1.337
C -1.160 -3.497 1.394
C -1.798 -3.653 0.014
C -1.694 -2.228 2.049
C -1.202 -1.916 3.457
O -1.006 -0.466 3.441
C -1.085 -0.006 2.230
N -1.367 -0.945 1.344
C -0.959 1.439 2.069
C -0.627 2.141 3.236
C -0.670 3.524 3.286
C -1.097 4.237 2.180
C -1.402 3.562 1.000
C -1.301 2.179 0.913
P -1.596 1.551 -0.762
C -0.371 2.185 -1.923
C 0.412 3.312 -1.681
C 1.192 3.830 -2.706
C 1.201 3.233 -3.959
C 0.454 2.082 -4.192
C -0.327 1.561 -3.177
C -3.211 2.153 -1.281
C -3.452 2.502 -2.615
C -4.709 2.958 -2.986
C -5.721 3.059 -2.039
C -5.479 2.717 -0.710
C -4.233 2.257 -0.328
H 0.631 -4.545 0.826
H 0.807 -3.666 2.332
H 0.813 -2.787 0.790
H -1.542 -4.308 2.021
H -1.458 -2.858 -0.706
H -2.890 -3.646 0.057
H -1.485 -4.586 -0.455
H -2.783 -2.320 2.046
H -0.248 -2.378 3.695
H -1.930 -2.159 4.224
H -0.353 1.590 4.124
H -0.405 4.037 4.202
H -1.191 5.315 2.223
H -1.740 4.124 0.138
H 0.427 3.786 -0.709
H 1.787 4.717 -2.526
H 1.791 3.662 -4.760
H 0.474 1.602 -5.162
H -0.918 0.668 -3.371
H -2.663 2.458 -3.353
H -4.892 3.244 -4.014
H -6.698 3.424 -2.335
H -6.267 2.835 0.024
H -4.035 2.019 0.712
C 4.060 1.142 -2.612
C 4.875 0.893 -1.331
C 4.353 1.870 -0.256
C 6.369 1.167 -1.596
Si 4.794 -0.885 -0.670
Br 0.796 -0.970 -1.324
C 4.927 -2.392 -1.850
C 4.565 -1.958 -3.276
C 6.402 -2.818 -1.779
C 3.997 -3.532 -1.414
C 4.862 -1.145 1.212
C 4.878 -2.626 1.614
C 3.653 -0.463 1.889
C 6.179 -0.488 1.681
H 4.096 2.215 -2.821
H 3.007 0.861 -2.498
H 4.467 0.637 -3.485
H 4.484 2.888 -0.637
H 4.907 1.809 0.681
H 3.285 1.722 -0.057
H 6.476 2.216 -1.888
H 6.768 0.557 -2.412
H 6.995 1.015 -0.711
H 5.282 -1.243 -3.684
H 3.555 -1.543 -3.343
H 4.596 -2.839 -3.925
H 7.087 -2.022 -2.090
H 6.551 -3.653 -2.472
H 6.699 -3.171 -0.789
H 2.945 -3.225 -1.408
H 4.257 -3.951 -0.446
H 4.094 -4.342 -2.145
H 3.915 -3.110 1.438
H 5.084 -2.677 2.688
H 5.664 -3.196 1.117
H 2.700 -0.775 1.441
H 3.713 0.626 1.854
H 3.647 -0.761 2.943
H 7.056 -0.987 1.257
H 6.247 -0.592 2.769
H 6.239 0.577 1.452
C -5.353 -1.532 -2.212
C -4.033 -1.225 -1.978
N -3.567 -0.986 -0.727
C -4.428 -1.012 0.314
C -5.767 -1.347 0.170
C -6.220 -1.616 -1.131
C -6.662 -1.542 1.320
C -6.541 -1.062 2.554
C -5.626 0.000 3.036
C -5.768 1.313 2.584
C -4.913 2.259 3.133
N -4.014 1.942 4.056
C -3.986 0.675 4.460
N -4.728 -0.314 3.965
H -5.693 -1.727 -3.222
H -3.317 -1.190 -2.801
H -4.023 -0.786 1.289
H -7.258 -1.889 -1.293
H -7.485 -2.225 1.129
H -7.224 -1.424 3.317
H -6.542 1.579 1.874
H -4.959 3.305 2.839
H -3.303 0.426 5.265
*
```

(2)
Molecular formula: C8H23AgCl2NO5
Method: DFT, wB97M-V/def2-TZVPD

## Properties
E_HOMO (spin up / spin down): -8.79 / -8.88 eV
Frontier orbital gap (spin up / spin down): 9.162 / 6.698 eV
⟨S²⟩: 0.75
DFT total energy: -49439.4930 eV

Structure (ORCA input):
```
! wB97M-V def2-TZVPD RIJCOSX def2/J DEFGRID3
* xyz 0 2
Ag -0.149 -0.696 0.765
Cl -0.520 0.199 3.125
Cl -0.336 -1.624 -1.628
C -0.331 2.377 -0.754
C 1.052 1.775 -1.069
C 2.114 2.846 -1.108
O 3.302 2.238 -1.566
C 4.403 3.100 -1.637
N 1.363 0.778 0.017
H -1.096 1.618 -0.899
H -0.438 3.288 -1.341
H -0.362 2.632 0.311
H 0.935 1.262 -2.021
H 2.291 3.352 -0.150
H 1.772 3.601 -1.833
H 4.421 3.851 -0.836
H 4.418 3.632 -2.594
H 5.302 2.496 -1.525
H 2.083 0.148 -0.342
H 1.938 1.311 0.673
C 0.282 -3.641 1.835
C 1.514 -3.489 0.969
O 1.914 -2.107 1.010
O -0.811 -2.821 1.334
H 0.466 -3.364 2.872
H -0.085 -4.668 1.809
H 1.310 -3.789 -0.057
H 2.301 -4.028 1.506
H 2.846 -2.040 0.788
H -1.436 -3.390 0.881
C -4.599 -0.539 -0.450
C -3.407 -1.063 0.324
O -2.518 0.034 0.601
O -5.323 0.450 0.259
H -5.248 -1.332 -0.837
H -4.191 -0.031 -1.328
H -2.864 -1.761 -0.316
H -3.699 -1.574 1.249
H -3.122 0.765 0.788
H -5.490 0.202 1.173
*
```

(3)
Molecular formula: C5H8O2
Method: DFT, wB97M-V/def2-TZVPD

## Properties
E_HOMO: -9.86 eV
Frontier orbital gap: 10.786 eV
DFT total energy: -9408.8644 eV

Structure (ORCA input):
```
! wB97M-V def2-TZVPD RIJCOSX def2/J DEFGRID3
* xyz 0 1
O -0.709 -1.908 -0.538
C -0.391 -0.920 0.446
C -1.358 0.228 0.375
C -0.752 1.378 0.087
C 0.749 1.256 0.051
C 1.015 -0.260 0.186
O 1.593 -0.765 -0.993
H -1.199 -1.451 -1.236
H -0.399 -1.445 1.407
H -2.430 0.080 0.491
H -1.262 2.323 -0.080
H 1.201 1.818 0.880
H 1.201 1.643 -0.869
H 1.690 -0.444 1.037
H 1.050 -1.533 -1.244
*
```

Among the records above, which one has the lowest DFT total energy? C47H60BrN4OPReSi

Look up the DFT total energy of the first one. -147021.9748 eV

Which value of DFT total energy does entry 1 give? -147021.9748 eV

Which formula does entry 1 have? C47H60BrN4OPReSi